The following is a quantum chemistry calculation of a molecular structure, C23H28F9O3Pd, from the OMol25 dataset.

Its expectation value of S² is 2.0096. The value obtained for the HOMO-LUMO gap (spin up / spin down) is 4.0 / 5.9 eV. The value obtained for the LUMO energy (spin up / spin down) is 2.3194 / 2.3061 eV. Its net charge is -1. The HOMO energy (spin up / spin down) comes out at -1.66 / -3.62 eV. The total energy comes out at -58378.6250 eV. As for the spin multiplicity: 3.

CARTESIAN COORDINATES (ANGSTROEM)
1 O -1.71403 3.71767 -1.36075
2 C -1.14223 4.43941 -2.55174
3 C -2.41602 5.16927 -2.92731
4 H -0.79242 3.74862 -3.34036
5 H -0.29197 5.04409 -2.21201
6 C -2.98940 4.34113 -1.73920
7 H -2.81762 4.91168 -3.90965
8 H -2.37025 6.25124 -2.73430
9 C -3.96585 3.27107 -2.16745
10 H -3.49640 2.55046 -2.83872
11 H -4.83288 3.67931 -2.69522
12 H -4.33076 2.72175 -1.29414
13 C -3.47002 5.29764 -0.66897
14 H -2.66709 6.01001 -0.44754
15 H -3.80780 4.79344 0.23703
16 H -4.31073 5.87226 -1.06605
17 Pd 0.12774 1.28709 1.47891
18 C 1.15725 -0.17577 2.52627
19 C 1.69282 -0.10129 1.21585
20 C 2.16899 1.21624 1.00997
21 H 1.79358 -0.97214 0.54490
22 C 1.91880 2.00246 2.21863
23 C 1.29776 1.11350 3.16962
24 H 1.02717 1.38724 4.21044
25 H 0.79029 -1.11717 2.93278
26 H 2.64707 1.54762 0.08028
27 H 2.12776 3.05583 2.35503
28 C -0.15533 -3.92151 2.01298
29 C -0.86963 -2.69956 2.51530
30 C -1.02940 -1.80373 1.45912
31 H -0.98964 -2.52195 3.56615
32 C -0.70793 -2.49577 0.21352
33 C -0.22818 -3.74976 0.52133
34 H 0.02835 -4.54675 -0.15352
35 H -0.35671 -4.88320 2.48246
36 H -1.47509 -0.80959 1.50878
37 H -0.72216 -2.02489 -0.77223
38 O -1.76508 1.12457 -3.41063
39 C -1.30956 0.75551 -2.04481
40 C -0.02463 1.55014 -1.87725
41 H -1.10186 -0.33821 -2.06202
42 H -2.09060 0.96802 -1.28095
43 C 0.66498 1.46633 -3.22154
44 H 0.51979 1.40454 -0.94723
45 H -0.30152 2.60401 -1.84868
46 C -0.49963 1.12618 -4.15541
47 H 1.51703 0.76112 -3.23828
48 H 1.01816 2.48345 -3.44980
49 H -0.39120 0.09364 -4.55818
50 H -0.52932 1.88227 -4.97888
51 F 1.14143 -6.36642 3.38369
52 C 2.04287 -6.08632 2.40768
53 F 3.13292 -6.86685 2.60829
54 F 1.47790 -6.44631 1.21980
55 C 2.45037 -4.56503 2.40386
56 O 1.39668 -3.61249 2.46076
57 C 3.29681 -4.26260 3.70924
58 F 4.45484 -4.97899 3.77023
59 F 3.61806 -2.94907 3.77965
60 F 2.55949 -4.55385 4.81276
61 C 3.29034 -4.27009 1.09836
62 F 4.18885 -5.25787 0.84666
63 F 2.44798 -4.17938 0.03380
64 F 3.96685 -3.09226 1.15870

The following is a quantum chemistry calculation of a molecular structure, C23H28N2O2, from the OMol25 dataset.

The value obtained for the HOMO-LUMO gap is 7.6 eV. The value obtained for the LUMO energy is 0.1311 eV. The HOMO energy comes out at -7.48 eV. The total energy comes out at -31360.3332 eV.

CARTESIAN COORDINATES (ANGSTROEM)
1 C -3.77154 -2.07975 1.71333
2 H -3.91350 -1.03767 1.44544
3 O -2.27326 -2.20654 1.59369
4 C -1.68517 -2.06976 0.44933
5 C -0.35314 -2.51267 0.36367
6 C 0.38350 -2.20514 -0.52844
7 C -0.21785 -1.73585 -1.57865
8 C -1.49792 -1.29232 -1.91293
9 C -2.34447 -1.49410 -0.78467
10 H -3.30144 -1.32453 -0.76435
11 H -1.97014 -0.72078 -2.67920
12 H 0.38005 -1.35798 -2.72355
13 C 1.94356 -2.58780 -0.60764
14 N 2.78845 -1.21771 -0.02093
15 C 2.58008 -0.91104 1.19187
16 C 1.51459 0.21006 1.64852
17 N 2.02608 1.20584 0.74923
18 C 1.92545 0.92453 -0.62336
19 H 2.37232 1.94347 -1.37316
20 C 2.87557 -0.15719 -0.88131
21 C 4.33525 0.20249 -1.29708
22 H 4.27931 1.05392 -1.84397
23 H 4.90616 -0.56179 -1.51221
24 C 5.12121 0.80280 0.15385
25 O 4.70184 2.12673 0.26739
26 H 3.84982 1.84014 0.74378
27 H 6.21025 0.78322 -0.37202
28 H 5.29954 0.14296 0.72752
29 H 2.51928 -0.62292 -1.86828
30 H 0.97300 0.65460 -0.92994
31 C 1.20462 2.67616 0.90021
32 C -0.24758 2.36882 0.50996
33 C -1.31475 2.15142 0.35133
34 C -2.71105 1.70675 -0.03981
35 C -3.08889 1.66928 -1.35599
36 C -4.32147 1.64819 -1.66207
37 C -5.28886 1.26249 -0.88259
38 C -4.95884 1.38088 0.89052
39 C -3.66881 1.69076 0.99091
40 H -3.47965 1.85521 2.10840
41 H -5.62149 1.14180 1.55539
42 H -6.47607 1.10147 -0.74025
43 H -4.74124 1.32427 -2.71009
44 H -2.35713 1.74531 -2.09772
45 H 1.20121 2.88805 1.93638
46 H 1.76339 3.31673 0.33488
47 H 1.68361 0.44312 2.61404
48 H 0.69813 -0.23707 1.30999
49 H 2.31087 -1.67020 1.80201
50 H 3.42754 -0.49366 1.75315
51 H 2.31379 -2.67355 -1.52404
52 H 2.11261 -3.18598 0.15450
53 H 0.20685 -2.68642 1.33207
54 H -4.26220 -2.78570 0.98225
55 H -4.04145 -2.43333 2.74063

The following is a quantum chemistry calculation of a single C23H28N2O3 molecule, from the OMol25 dataset.

The value obtained for the HOMO-LUMO gap is 9.6 eV. The value obtained for the LUMO energy is 0.6041 eV. The HOMO energy comes out at -8.99 eV. The total energy comes out at -33428.2763 eV. Its SMILES is CCCN(CC1CC1)C(=O)COc1ccccc1C(=O)NCc1ccccc1.

CARTESIAN COORDINATES (ANGSTROEM)
1 C -0.12046 -3.18005 -2.01608
2 C -0.87821 -1.95402 -2.51463
3 H -0.20657 -1.09329 -2.55163
4 H -1.21161 -2.14659 -3.53545
5 C -2.10274 -1.59555 -1.65544
6 N -1.83538 -0.48489 -0.75634
7 C -2.43449 0.69367 -1.00970
8 O -3.28212 0.84526 -1.87141
9 C -1.93928 1.90782 -0.20887
10 H -2.19250 1.82528 0.85145
11 O -0.52756 2.03028 -0.26128
12 C 0.07016 1.96186 -1.50171
13 C -0.58447 2.36417 -2.66126
14 C 0.04265 2.28744 -3.89108
15 C 1.33274 1.79653 -3.98881
16 C 1.98434 1.38976 -2.84288
17 C 1.38097 1.46818 -1.58951
18 C 2.20218 0.95404 -0.45209
19 O 3.12149 0.17538 -0.64233
20 N 1.90276 1.43178 0.77457
21 H 1.08016 2.00002 0.89357
22 C 2.62982 1.00600 1.95420
23 C 1.97787 -0.17311 2.63270
24 C 2.02518 -1.42297 2.02542
25 C 1.43643 -2.51743 2.63134
26 C 0.79979 -2.37632 3.85308
27 C 0.74342 -1.13416 4.45999
28 C 1.32475 -0.03610 3.84900
29 H 1.28335 0.93150 4.33012
30 H 0.24913 -1.01940 5.41380
31 H 0.35403 -3.23454 4.33419
32 H 1.48570 -3.48674 2.15667
33 H 2.53896 -1.52712 1.08135
34 H 2.70617 1.85256 2.64130
35 H 3.63027 0.71997 1.61507
36 H 2.98458 0.98517 -2.88427
37 H 1.82181 1.72679 -4.94797
38 H -0.48889 2.60899 -4.77375
39 H -1.59578 2.73305 -2.61592
40 H -2.43692 2.79790 -0.61001
41 C -1.05454 -0.78709 0.42855
42 C -1.80958 -1.71687 1.36467
43 C -2.17487 -1.24883 2.74202
44 C -3.23825 -1.39915 1.70265
45 H -3.93914 -2.21458 1.79537
46 H -3.67264 -0.50788 1.27444
47 H -2.14042 -1.96129 3.55107
48 H -1.87691 -0.25377 3.03571
49 H -1.55368 -2.76338 1.26201
50 H -0.11238 -1.24799 0.12265
51 H -0.80529 0.13140 0.95332
52 H -2.42806 -2.45977 -1.07261
53 H -2.92781 -1.27501 -2.29389
54 H -0.77558 -4.04875 -1.99761
55 H 0.27746 -3.02867 -1.01596
56 H 0.71382 -3.39559 -2.67926

The following is a quantum chemistry calculation of a single C23H28N2O4S molecule, from the OMol25 dataset.

The value obtained for the HOMO-LUMO gap is 8.1 eV. The value obtained for the LUMO energy is 0.0816 eV. The HOMO energy comes out at -8.06 eV. The total energy comes out at -46311.3676 eV. Its SMILES is CC[C@H]1SC2=NC(C)=C(C(=O)OCC(C)C)[C@H](/C=C/c3ccccc3OC)N2C1=O.

CARTESIAN COORDINATES (ANGSTROEM)
1 C -4.45449 -4.89309 -0.41426
2 C -3.32347 -4.14752 -1.10712
3 C -3.11515 -2.75265 -0.51832
4 C -2.10286 -1.96616 -1.33968
5 O -2.24127 -1.70550 -2.50698
6 N -1.01411 -1.63645 -0.58812
7 C -0.99931 -2.01255 0.73191
8 N -0.02607 -1.85246 1.53883
9 C 1.14928 -1.30046 1.06703
10 C 1.23568 -0.78354 -0.18314
11 C 2.42741 -0.21785 -0.82211
12 O 2.42686 0.21289 -1.95607
13 O 3.52871 -0.23033 -0.05742
14 C 4.70953 0.28363 -0.67083
15 C 5.91078 -0.02083 0.22094
16 C 5.82885 0.77380 1.52123
17 H 6.65023 0.50660 2.18159
18 H 4.89229 0.56623 2.03093
19 H 5.88408 1.84081 1.31590
20 C 7.20203 0.29514 -0.52855
21 H 7.28015 -0.30000 -1.43514
22 H 8.06260 0.08011 0.09974
23 H 7.23164 1.34689 -0.80438
24 H 5.88585 -1.08938 0.45867
25 H 4.59408 1.36387 -0.81780
26 H 4.82325 -0.17876 -1.65808
27 C -0.00151 -0.70421 -1.06466
28 C -0.51487 0.71325 -1.05501
29 C -1.53099 1.13284 -0.30639
30 C -2.06450 2.48498 -0.25336
31 C -1.37179 3.59063 -0.73569
32 C -1.90850 4.86214 -0.66288
33 C -3.15776 5.04561 -0.09934
34 C -3.86966 3.96435 0.39314
35 C -3.33678 2.68429 0.32392
36 O -3.97615 1.56589 0.77743
37 C -5.23463 1.70546 1.38793
38 H -5.52805 0.70044 1.68902
39 H -5.18451 2.34546 2.27464
40 H -5.97854 2.10489 0.69094
41 H -4.84214 4.13363 0.82811
42 H -3.58789 6.03416 -0.03709
43 H -1.35367 5.70671 -1.04208
44 H -0.39186 3.44832 -1.16335
45 H -2.06874 0.43282 0.31947
46 H 0.03674 1.37450 -1.70378
47 H 0.25864 -0.97609 -2.09563
48 C 2.25511 -1.37243 2.06511
49 H 3.10305 -1.92188 1.66392
50 H 1.88272 -1.86585 2.95827
51 H 2.59839 -0.37160 2.31637
52 S -2.47089 -2.81105 1.19072
53 H -4.06459 -2.21064 -0.50611
54 H -3.54411 -4.02496 -2.17006
55 H -2.39439 -4.71509 -1.01664
56 H -4.56315 -5.88720 -0.83932
57 H -5.39514 -4.36108 -0.53551
58 H -4.24646 -4.99075 0.64916